[1]
The following is a DFT calculation (the ωB97M-V functional and the def2-TZVPD basis) of a single C3H6N2O2 molecule in a non-equilibrium geometry.

Computed properties:
Orbital gap (spin up / spin down) (eV): 7.8204 / 7.8879
E_HOMO (spin up / spin down) (eV): -8.965 / -8.425

The geometry in ORCA input format:
```
! wB97M-V def2-TZVPD RIJCOSX def2/J DEFGRID3
* xyz 0 1
C 1.15437 0.87370 -0.75819
C 1.42670 -0.19297 0.26948
C -0.82099 0.06907 0.46486
N 0.16723 -0.91132 0.53207
N -2.07966 -0.29265 0.05417
O -2.82040 0.70314 -0.09870
O -2.44957 -1.37634 -0.33135
H 0.97235 1.91672 -0.54331
H 1.14350 0.65177 -1.79704
H 2.27335 -0.82070 -0.10819
H 1.62902 0.30350 1.20106
H -0.57678 0.91508 1.05736
H -0.01911 -1.83900 0.05778
*
```

Atom charges from the Mulliken analysis, given in e for atoms 1 to 5:
1 C -0.764
2 C -0.366
3 C -0.358
4 N -0.252
5 N 0.844

---

[2]
The following is a DFT calculation (the ωB97M-V functional and the def2-TZVPD basis) of a single C3H6N2O2 molecule in a non-equilibrium geometry.

Computed properties:
Orbital gap (eV): 9.5390
E_HOMO (eV): -9.036

The geometry in ORCA input format:
```
! wB97M-V def2-TZVPD RIJCOSX def2/J DEFGRID3
* xyz 0 1
H 1.94861 1.46698 0.56441
N 2.13912 0.48718 0.39527
C 1.14795 -0.22478 0.07130
N 1.30338 -1.52705 -0.26288
C -0.32788 0.29824 -0.01506
C -0.62892 1.57112 -0.22648
O -1.16317 -0.73980 0.15471
O -2.58811 -0.31724 0.09298
H 2.21897 -1.92256 -0.12852
H 0.50390 -2.13475 -0.25175
H 0.14245 2.30317 -0.37517
H -1.65278 1.89641 -0.25876
H -3.04354 -1.15693 0.23995
*
```

Atom charges from the Mulliken analysis, given in e for atoms 1 to 5:
1 H 0.221
2 N -0.723
3 C 0.335
4 N -0.413
5 C 0.788

---

[3]
The following is a DFT calculation (the ωB97M-V functional and the def2-TZVPD basis) of a molecular structure, C3H6N2O2 in a non-equilibrium geometry.

Computed properties:
Orbital gap (eV): 9.8378
E_HOMO (eV): -10.075

The geometry in ORCA input format:
```
! wB97M-V def2-TZVPD RIJCOSX def2/J DEFGRID3
* xyz 0 1
C -0.02722 -1.43163 1.33261
C 1.09372 0.76735 1.14700
C -0.48878 0.67757 -1.81682
N -1.06205 0.22076 -0.59557
N 0.22727 -0.18956 0.68540
O -0.73818 -2.28187 0.87414
O 1.22175 1.89086 0.70423
H 0.52579 -1.66063 2.26965
H 1.78839 0.32089 2.02204
H -0.35894 -0.13150 -2.61282
H -1.18427 1.53667 -2.01970
H 0.44828 0.98385 -1.41489
H -1.44577 -0.70277 -0.57527
*
```

Atom charges from the Mulliken analysis, given in e for atoms 1 to 5:
1 C 0.114
2 C 0.191
3 C -0.496
4 N -0.292
5 N 0.032

---

[4]
The following is a DFT calculation (the ωB97M-V functional and the def2-TZVPD basis) of a single C3H6N2O2 molecule.

Computed properties:
Orbital gap (eV): 10.5249
E_HOMO (eV): -9.715

The geometry in ORCA input format:
```
! wB97M-V def2-TZVPD RIJCOSX def2/J DEFGRID3
* xyz 0 1
H 0.28314 1.12095 -2.49510
N 0.07749 0.85230 -1.53700
C -0.87952 0.02068 -1.51446
O -1.36759 -0.55691 -0.41888
C -0.87461 -0.18855 0.87597
C 0.57630 -0.60648 1.18402
N 1.53013 0.31018 0.86580
O 0.80086 -1.65240 1.76597
H -1.43463 -0.33949 -2.38454
H -1.02084 0.88493 1.03640
H -1.49873 -0.76321 1.55954
H 2.48354 -0.00269 0.98258
H 1.32445 0.92068 0.07970
*
```

Atom charges from the Mulliken analysis, given in e for atoms 1 to 5:
1 H 0.223
2 N -0.598
3 C 0.121
4 O -0.323
5 C -0.497

---

[5]
The following is a DFT calculation (the ωB97M-V functional and the def2-TZVPD basis) of a single C3H6N2O2S molecule in a non-equilibrium geometry.

Computed properties:
Orbital gap (eV): 8.4017
E_HOMO (eV): -9.020

The geometry in ORCA input format:
```
! wB97M-V def2-TZVPD RIJCOSX def2/J DEFGRID3
* xyz 0 1
N 1.37260 0.94191 1.39999
C 1.57831 1.38520 0.06839
O 2.39327 2.18131 -0.38435
N 0.84524 0.41695 -0.87010
O -0.49721 0.38175 -0.31699
C -0.69658 -1.14347 -0.52300
C -2.07090 -1.37632 0.13293
S -2.67432 -2.81567 0.33355
H 0.27634 1.06855 1.54692
H 1.93085 1.50423 1.92661
H 1.02189 0.90713 -1.77352
H -0.81846 -1.37657 -1.60528
H 0.17205 -1.55630 0.07431
H -2.83309 -0.51869 -0.00945
*
```

Atom charges from the Mulliken analysis, given in e for atoms 1 to 5:
1 N -0.449
2 C 0.400
3 O -0.554
4 N -0.235
5 O -0.329

---

[6]
The following is a DFT calculation (the ωB97M-V functional and the def2-TZVPD basis) of a single C3H6N2O2S molecule in a non-equilibrium geometry.

Computed properties:
Orbital gap (eV): 10.4157
E_HOMO (eV): -9.771

The geometry in ORCA input format:
```
! wB97M-V def2-TZVPD RIJCOSX def2/J DEFGRID3
* xyz 0 1
N -0.61598 2.29320 -0.77106
C 0.25345 1.17116 -1.01722
C 0.37896 0.15286 0.03960
O -0.79762 -0.57667 0.13604
N -0.57061 -1.53657 1.15421
C 0.63046 -2.11752 0.89912
O 1.02570 -3.18313 1.28732
S 1.53952 -1.21024 -0.25960
H -0.52123 2.43320 0.44609
H -1.57825 1.93625 -0.98358
H -0.08526 0.62610 -1.95066
H 1.26471 1.57022 -1.16691
H 0.51237 0.57256 1.01222
H -1.43621 -2.13142 1.17443
*
```

Atom charges from the Mulliken analysis, given in e for atoms 1 to 5:
1 N -0.629
2 C -0.730
3 C 0.229
4 O -0.201
5 N -0.354

---

[7]
The following is a DFT calculation (the ωB97M-V functional and the def2-TZVPD basis) of a single C3H6N2O2S molecule in a non-equilibrium geometry.

Computed properties:
Orbital gap (eV): 9.5484
E_HOMO (eV): -9.211

The geometry in ORCA input format:
```
! wB97M-V def2-TZVPD RIJCOSX def2/J DEFGRID3
* xyz 0 1
O 0.35224 -1.31107 -2.00560
C -0.44530 -0.22968 -1.45141
C -0.09191 0.21950 -0.10509
C 0.49720 -0.68563 1.04606
N 0.53057 -1.99677 0.98225
O 1.26700 -2.52192 2.16376
N -0.25972 1.32912 0.38156
S -0.87313 2.62149 -0.47847
H 0.63469 -1.99408 -1.37043
H -0.49852 0.66331 -2.07309
H -1.58845 -0.57675 -1.49789
H 0.80159 -0.29746 1.98092
H 0.95577 -3.60177 2.10642
H -0.94476 3.37536 0.76029
*
```

Atom charges from the Mulliken analysis, given in e for atoms 1 to 5:
1 O -0.545
2 C -0.519
3 C 0.722
4 C -0.276
5 N -0.280

---

[8]
The following is a DFT calculation (the ωB97M-V functional and the def2-TZVPD basis) of a single C3H6N2O2S molecule in a non-equilibrium geometry.

Computed properties:
Orbital gap (eV): 8.7943
E_HOMO (eV): -8.420

The geometry in ORCA input format:
```
! wB97M-V def2-TZVPD RIJCOSX def2/J DEFGRID3
* xyz 0 1
H -1.77255 -2.63231 1.30780
N -1.08871 -2.19105 0.73530
C -1.01638 -0.95654 1.09996
N -0.31296 -0.16347 0.11852
O 0.25724 -0.99966 -0.89094
C 0.47639 0.94233 0.40863
C 1.01995 1.56213 -1.00416
O 0.82271 0.91529 -2.13328
S 1.42801 3.19207 -0.78438
H -1.51949 -0.36524 1.84432
H -0.15189 -1.92120 -0.65908
H 1.44369 0.83222 1.10490
H -0.22411 1.79198 0.92160
H 0.63808 -0.00654 -2.06918
*
```

Atom charges from the Mulliken analysis, given in e for atoms 1 to 5:
1 H 0.233
2 N -0.619
3 C -0.009
4 N 0.096
5 O -0.596

---

[9]
The following is a DFT calculation (the ωB97M-V functional and the def2-TZVPD basis) of 2 unconnected molecules or ions with the total composition C3H6N2O2S in a non-equilibrium geometry.

Computed properties:
Orbital gap (spin up / spin down) (eV): 7.1691 / 7.1719
E_HOMO (spin up / spin down) (eV): -8.389 / -8.390

The geometry in ORCA input format:
```
! wB97M-V def2-TZVPD RIJCOSX def2/J DEFGRID3
* xyz 0 1
C -1.75072 -0.64009 0.30233
C 1.98264 -0.22262 0.67145
C 0.64759 -0.26771 -1.31851
N 1.27432 0.31925 -0.41520
N -1.94863 0.62689 0.09873
O -1.53437 1.48024 1.13648
O -2.17886 1.06275 -1.02647
S -2.06373 -2.16317 0.29898
H 2.79627 0.33756 0.82264
H 1.40772 -0.34093 1.49728
H 2.21219 -1.34221 0.37622
H 0.18983 0.21864 -2.02159
H 0.67993 -1.47412 -1.48327
H -1.71417 2.40551 1.06092
*
```

Atom charges from the Mulliken analysis, given in e for atoms 1 to 5:
1 C 0.290
2 C -0.756
3 C -0.459
4 N -0.340
5 N 0.646

---

[10]
The following is a DFT calculation (the ωB97M-V functional and the def2-TZVPD basis) of a single C3H6N2O2S molecule in a non-equilibrium geometry.

Computed properties:
Orbital gap (eV): 9.0662
E_HOMO (eV): -8.635

The geometry in ORCA input format:
```
! wB97M-V def2-TZVPD RIJCOSX def2/J DEFGRID3
* xyz 0 1
C 1.66431 -1.22875 1.23562
C -0.15635 0.49740 1.35794
C -0.75512 -0.76825 -1.44037
N 0.77799 -0.49067 0.90108
N -0.50747 1.38490 0.26905
O 2.62639 -1.84103 1.37350
O 0.07947 1.67519 -2.21694
S 0.32469 0.72805 -1.12485
H -1.04793 -0.02803 1.62217
H 0.04515 1.00244 2.31307
H -0.07383 -1.62894 -1.23363
H -1.74100 -0.96833 -0.87974
H -0.79131 -0.81106 -2.51606
H -0.44499 2.47708 0.33916
*
```

Atom charges from the Mulliken analysis, given in e for atoms 1 to 5:
1 C 0.434
2 C -0.389
3 C -0.813
4 N -0.160
5 N -0.371

---

[11]
The following is a DFT calculation (the ωB97M-V functional and the def2-TZVPD basis) of 2 unconnected molecules or ions with the total composition C3H6N2O3 in a non-equilibrium geometry.

Computed properties:
Orbital gap (eV): 11.0073
E_HOMO (eV): -10.609

The geometry in ORCA input format:
```
! wB97M-V def2-TZVPD RIJCOSX def2/J DEFGRID3
* xyz 0 1
C 1.45879 -1.46752 0.89935
C 0.68143 -0.97464 -0.27512
O 0.81590 -1.30483 -1.41633
O -0.53827 -0.34079 0.16691
N -1.39706 0.05731 -0.90116
H 1.53696 -2.55100 0.84006
H 2.47353 -1.07812 0.82628
H 1.00200 -1.15681 1.83278
H -0.98876 -0.25848 -1.78802
H -2.26538 -0.45132 -0.73416
N -1.83180 3.04788 1.06642
C -0.94469 2.47843 0.60153
O 0.08517 2.35045 -0.22214
H -0.08782 1.64943 -0.89640
*
```

Atom charges from the Mulliken analysis, given in e for atoms 1 to 5:
1 C -0.946
2 C 0.809
3 O -0.529
4 O -0.238
5 N -0.549

---

[12]
The following is a DFT calculation (the ωB97M-V functional and the def2-TZVPD basis) of a molecular structure, C3H6N2O3 in a non-equilibrium geometry.

Computed properties:
Orbital gap (eV): 9.8732
E_HOMO (eV): -9.417

The geometry in ORCA input format:
```
! wB97M-V def2-TZVPD RIJCOSX def2/J DEFGRID3
* xyz 0 1
C 2.34972 -0.04555 -1.85723
C 1.01460 -0.57819 -1.49420
C -1.13035 0.17153 1.12048
H 2.43164 -0.24149 -3.06527
H 3.39159 -0.65542 -1.23616
H 2.60128 1.17732 -1.94696
H -0.65684 0.98872 1.47103
H -2.76657 -0.92885 1.53836
H -2.94595 1.45263 2.90846
N -0.77881 -0.44866 0.07606
N -2.32469 0.06079 1.58845
O 0.71408 -1.66814 -1.85249
O 0.54543 0.25525 -0.31545
O -2.44513 0.46007 3.06494
*
```

Atom charges from the Mulliken analysis, given in e for atoms 1 to 5:
1 C -0.840
2 C 0.597
3 C -0.030
4 H 0.270
5 H 0.226